Formula: C5H8ClN
Source: OMol25
Level of theory: ωB97M-V/def2-TZVPD

Structure (XYZ):
```
15
Properties=species:S:1:pos:R:3:lowdin_charge:R:1
C 1.47 0.31 0.74 -0.252
N -0.63 -1.55 -1.38 0.068
H 1.98 0.63 -0.17 0.111
H 0.10 2.04 1.05 0.051
H -0.07 -1.19 1.58 0.114
C -0.12 -1.18 -0.39 -0.191
H 2.29 0.01 1.38 0.090
C 0.34 -0.69 0.71 -0.112
H 0.50 1.17 2.50 0.083
C -1.85 -1.08 -2.14 -0.511
C 0.93 1.56 1.54 -0.118
H 1.85 2.21 1.55 0.083
Cl -2.68 0.45 -1.62 0.493
H -2.62 -1.81 -2.28 0.061
H -1.49 -0.88 -3.09 0.028
```

E_HOMO, eV: -8.458
Largest force on an atom, eV Å⁻¹: 6.12
SMILES: CCC=C=NCCl
LUMO energy, eV: 0.92